2 unconnected molecules or ions with the total composition C7H16N2O2. Source: the OMol25 dataset; level of theory: ωB97M-V with the def2-TZVPD basis set.

Structure (XYZ):
```
27
C7H16N2O2 (ωB97M-V with the def2-TZVPD basis set)
C -0.061 -1.398 1.833
C -0.641 -1.971 0.558
C -2.125 -2.297 0.470
N -2.914 -1.928 1.628
C -1.545 -1.181 -0.339
O -1.918 0.130 0.009
H -0.732 -0.634 2.200
H 0.057 -2.155 2.623
H 0.925 -0.937 1.656
H 0.013 -2.651 0.013
H -2.356 -3.228 -0.037
H -3.582 -2.626 1.920
H -3.404 -1.059 1.417
H -1.501 -1.372 -1.424
H -1.304 0.712 -0.476
N 3.479 0.779 -0.907
C 2.492 1.794 -1.195
C 1.984 2.484 0.034
C 1.145 1.481 -0.688
O -0.004 1.920 -1.360
H 4.391 1.180 -0.925
H 3.470 0.094 -1.647
H 2.572 2.353 -2.134
H 1.664 3.532 -0.008
H 2.486 2.118 0.924
H 0.970 0.521 -0.194
H 0.261 2.324 -2.188
```

Computed properties:
relative energy (zero: lowest compared OMol25 entry of this formula, charge and spin) = 261.6 kJ/mol
LUMO = 0.7 eV
DFT total energy = -14591.304 eV
spin multiplicity = 1
SMILES = C[C@H]1[C@@H](N)[C@H]1O.N[C@@H]1C[C@H]1O
M = 160.22 g/mol

A molecular structure, C3H5N3O. Source: the OMol25 dataset; level of theory: ωB97M-V with the def2-TZVPD basis set.

Structure (XYZ):
```
12
C3H5N3O (ωB97M-V with the def2-TZVPD basis set)
N 2.193 -0.777 0.268
C 0.989 -0.261 0.209
C -0.762 1.906 -0.640
N -1.427 1.001 0.053
C -1.007 -0.354 0.295
O -1.578 -1.017 1.125
N 0.024 -0.827 -0.555
H 2.553 -1.559 -0.270
H 2.821 -0.315 0.903
H -1.385 2.821 -0.578
H -2.295 1.151 0.566
H -0.014 -1.797 -0.889
```

Computed properties:
relative energy (zero: lowest compared OMol25 entry of this formula, charge and spin) = 460.9 kJ/mol
LUMO = 0.7 eV
DFT total energy = -9705.807 eV
spin multiplicity = 1
M = 99.09 g/mol